[1]
The following is a quantum chemistry calculation of C21H36OsP2 as an isolated structure, from the OMol25 dataset.

HOMO-LUMO gap (spin up / spin down) ... 0.245 / 0.255 Eh
Spin multiplicity ... 5
⟨S²⟩ ... 6.008
LUMO energy (spin up / spin down) ... -6.018 / -8.282 eV
Total charge ... +2
HOMO (spin up / spin down) ... -0.466 / -0.559 Ha

```
60
Properties=species:S:1:pos:R:3:forces:R:3
P 1.970061 0.868693 1.251324 -0.159 -0.492 -0.731
P -2.365269 -0.303787 -0.021403 -0.667 0.914 1.942
C -0.015613 1.475003 -0.830183 0.360 2.108 -1.187
C -1.488256 1.200243 -0.818152 0.045 0.378 -1.236
H 0.298702 1.531472 -1.937279 -0.391 0.599 1.309
H 0.264758 2.485054 -0.406516 -0.285 -1.467 -0.076
H -1.934348 2.108085 -0.379598 -0.605 -0.814 0.136
H -1.737538 1.239251 -1.895500 -0.726 -0.340 0.651
C -2.611115 -2.137970 -0.100975 0.662 -0.630 -0.807
H -3.612543 -2.388420 0.304745 0.440 0.681 -0.136
H -1.869863 -2.703143 0.493621 -0.178 0.486 -0.493
H -2.587011 -2.502913 -1.140412 -0.118 0.103 0.426
C -4.052133 0.262914 -0.354582 0.071 -0.224 -0.208
H -4.419278 -0.267258 -1.242302 -0.145 0.255 0.156
H -4.022670 1.339912 -0.528683 -0.313 -0.169 0.030
H -4.660064 0.022329 0.526039 0.007 0.056 -0.350
C 3.522513 0.033488 1.724050 -0.078 0.223 0.036
H 3.922246 0.540828 2.611998 0.086 -0.252 -0.210
H 4.251971 0.055830 0.903864 -0.104 0.119 0.323
H 3.283625 -1.014132 1.952568 0.117 0.275 0.066
C 2.370623 2.661465 0.996220 -0.027 -0.417 -0.008
H 1.484250 3.265077 1.249598 0.440 -0.195 -0.016
H 2.641799 2.860253 -0.052150 -0.022 -0.040 0.415
H 3.215330 2.929067 1.651469 -0.365 -0.003 -0.215
Os 1.049870 -0.267845 -0.970483 -2.975 1.523 6.216
C 0.154747 -0.549146 -2.724143 -2.192 -0.858 -2.175
C 0.163556 -1.794380 -2.027613 -1.827 -1.208 -0.901
C 1.212418 -2.801243 -2.318095 0.549 -0.778 0.212
C 2.663450 -2.155305 -2.290779 -0.429 -1.690 -0.712
C 2.869697 -1.031336 -1.333833 1.709 0.318 -0.620
C 2.760483 0.366795 -1.735135 2.621 0.144 -0.159
C 2.293679 0.832188 -3.099908 0.546 0.089 -0.643
C 1.136898 -0.010197 -3.738969 0.409 0.408 -1.030
C 0.943812 0.803955 2.734564 -0.290 -0.252 0.284
H -0.869809 -0.203648 -2.942387 0.512 0.087 0.458
H -0.854919 -2.157433 -1.743519 1.314 0.145 -0.391
H 1.004330 -3.281025 -3.291498 0.313 0.316 0.143
H 1.120184 -3.630685 -1.598938 0.315 0.354 -0.057
H 3.299124 -2.997528 -1.980131 0.222 0.452 -0.519
H 2.887260 -1.801966 -3.304891 0.339 -0.461 0.363
H 3.354798 -1.277771 -0.388639 0.211 0.196 -0.376
H 3.270735 1.102486 -1.121865 0.307 -0.012 -0.330
H 3.179971 0.819155 -3.742996 -0.225 0.053 -0.291
H 1.958816 1.882881 -3.036457 0.338 -0.417 0.096
H 0.579749 0.684670 -4.399583 0.345 -0.484 0.248
H 1.539887 -0.806174 -4.384418 -0.213 0.278 0.251
H 0.536960 1.788635 2.967330 0.047 -0.057 0.065
H 1.559830 0.448583 3.561473 -0.057 0.157 0.108
H 0.106350 0.105998 2.608987 0.362 0.248 0.033
C -3.210523 0.373270 4.351683 0.051 -0.024 0.195
C -2.719684 -0.881806 3.986050 0.247 0.012 0.035
C -2.195829 -1.097949 2.706789 -0.462 0.380 0.157
C -2.240705 -0.052867 1.773382 0.259 0.329 0.059
C -2.535681 1.249522 2.212662 -0.075 -0.200 -0.189
C -3.055068 1.454382 3.483943 0.206 0.472 0.037
H -3.662455 0.531201 5.340067 0.244 -0.144 -0.507
H -2.736960 -1.703967 4.702460 0.022 0.245 -0.194
H -1.742025 -2.052191 2.470045 -0.372 -0.083 -0.076
H -2.346525 2.078561 1.521321 -0.512 -0.171 0.478
H -3.326599 2.470836 3.795762 0.095 -0.520 -0.086
```
Positions in Å, forces in eV/Å.

Here are the natural (NBO) charges for atoms 1 to 4, given in e: atom 1 (P): 1.0386, atom 2 (P): 1.4471, atom 3 (C): -0.6154, atom 4 (C): -0.7080

***

[2]
The following is a quantum chemistry calculation of C4H13N2O as an isolated structure, from the OMol25 dataset.

HOMO-LUMO gap ... 0.210 Eh
LUMO energy ... -8.748 eV
Total charge ... +1
HOMO ... -0.531 Ha
Relative energy (zero: lowest compared OMol25 entry of this formula, charge and spin) ... 266.8 kcal/mol

```
20
Properties=species:S:1:pos:R:3:forces:R:3
N -0.264554 2.010896 0.852274 1.151 -0.533 0.674
C -0.384863 0.726384 1.551848 -0.165 1.214 -1.388
C -1.400588 -0.164959 0.735507 0.038 -1.745 1.929
N -1.055412 -0.694887 -0.530659 1.059 2.082 -0.491
C 0.038636 -1.624032 -0.700493 0.390 0.706 1.291
C 1.306503 -0.769480 -1.133826 1.462 -5.325 0.685
O 1.947174 0.022797 0.099301 -3.493 0.603 -4.689
H 0.649023 2.387200 1.141253 -0.255 0.094 -0.496
H -0.241889 1.993970 -0.200288 -0.532 0.158 -0.275
H 0.584896 0.262308 1.708914 0.021 -0.038 0.114
H -0.806633 1.039163 2.516137 -0.543 -0.756 -0.125
H -0.151147 1.401839 -1.627697 -0.178 -0.642 1.171
H -2.366373 0.322014 0.787294 -0.149 0.189 -0.641
H -1.460797 -1.106593 1.298478 -0.227 0.308 0.576
H -0.883099 0.105827 -1.205927 -0.958 0.010 -0.884
H -0.300094 -2.368188 -1.429966 0.626 0.231 -0.240
H 0.327148 -2.102383 0.239698 -0.356 -0.042 -0.028
H 2.169174 -1.408625 -1.270880 -0.203 -0.469 -0.490
H 0.976060 -0.516503 -2.154500 0.474 1.861 0.255
H 1.316833 0.483252 -0.676468 1.838 2.092 3.052
```
Positions in Å, forces in eV/Å.

Here are the natural (NBO) charges for atoms 1 to 4, given in e: atom 1 (N): -0.6349, atom 2 (C): -0.2503, atom 3 (C): -0.2606, atom 4 (N): -0.3531

***

[3]
The following is a quantum chemistry calculation of C47H55N4NaO2P2 as an isolated structure, from the OMol25 dataset.

HOMO-LUMO gap ... 0.316 Eh
LUMO energy ... 0.369 eV
Total charge ... 0
HOMO ... -0.303 Ha
Relative energy (zero: lowest compared OMol25 entry of this formula, charge and spin) ... 8.5 kcal/mol

```
111
Properties=species:S:1:pos:R:3:forces:R:3
Na 0.628155 1.329331 -1.062551 -0.547 -0.798 -0.054
C 1.975408 0.437015 5.414784 0.072 0.007 0.026
C 2.353115 0.644400 3.946612 -0.007 0.023 -0.016
C 1.335462 1.573615 3.276278 -0.060 0.049 0.071
C 2.476590 -0.678360 3.220390 -0.041 0.031 -0.021
C 1.374559 -1.517655 3.081524 -0.013 0.008 -0.078
C 1.462788 -2.707565 2.376668 0.003 0.007 -0.009
C 2.663853 -3.116295 1.804283 -0.017 -0.026 0.004
C 2.764029 -4.406264 1.034940 0.003 0.005 -0.010
C 3.771756 -2.296238 1.973559 0.022 0.008 0.018
C 3.677933 -1.093676 2.661096 0.023 -0.060 0.101
H 1.958969 1.391817 5.944601 -0.005 -0.003 0.000
H 2.685186 -0.222681 5.916406 -0.003 0.000 0.004
H 0.983689 -0.009782 5.498763 -0.044 -0.038 -0.003
H 3.335364 1.126237 3.919616 -0.009 0.005 -0.056
H 0.335220 1.132433 3.318503 -0.004 0.011 0.003
H 1.559874 1.789972 2.231858 0.158 -0.089 -0.057
H 1.302428 2.529168 3.805832 -0.046 -0.017 0.010
H 0.425094 -1.230328 3.513534 -0.047 -0.005 0.033
H 0.580361 -3.327266 2.264983 -0.024 -0.011 0.005
H 3.295655 -4.261466 0.092371 -0.003 0.005 0.001
H 1.774437 -4.803254 0.807292 0.001 0.000 0.000
H 3.305371 -5.164843 1.604498 -0.002 -0.002 0.000
H 4.722077 -2.594111 1.542377 0.001 0.001 0.004
H 4.553456 -0.460110 2.754040 0.001 0.002 0.000
C -4.379872 1.919026 -0.237726 0.021 0.056 0.032
C -4.172484 0.832158 -1.246404 0.059 -0.059 -0.010
C -5.206662 -0.022245 -1.611881 -0.001 0.003 0.111
C -4.965149 -1.012725 -2.545170 -0.028 -0.064 -0.002
C -3.713728 -1.087514 -3.124652 0.006 -0.031 -0.035
C -2.746681 -0.169043 -2.732563 0.028 0.107 0.071
N -2.953126 0.749068 -1.791890 -0.038 0.034 -0.019
C -1.467186 -0.115040 -3.500732 0.034 -0.066 -0.147
C -1.558457 0.287301 -4.829829 -0.016 0.001 0.011
C -0.415353 0.310900 -5.604660 -0.002 -0.011 -0.023
C 0.763310 -0.140300 -5.045441 -0.012 -0.002 0.003
C 0.759213 -0.544534 -3.717268 0.039 0.018 0.041
N -0.320973 -0.491546 -2.932488 -0.077 0.055 0.050
C 2.027343 -1.066045 -3.136756 0.069 -0.012 -0.025
C 2.725924 -2.058237 -3.814497 0.000 -0.008 -0.003
C 3.948330 -2.465493 -3.307499 -0.001 -0.007 -0.003
C 4.443080 -1.837214 -2.180682 -0.007 0.001 -0.002
C 3.681763 -0.846433 -1.563638 -0.003 0.018 0.071
C 4.227140 -0.058883 -0.412359 0.055 -0.016 -0.035
N 2.471050 -0.506166 -2.013658 -0.072 0.106 0.107
H -4.273654 2.894914 -0.713359 0.022 0.030 -0.002
H -3.618118 1.842256 0.537339 0.039 0.050 0.060
H -5.366795 1.862493 0.220029 0.006 0.003 -0.004
H -6.184559 0.089611 -1.161658 0.004 0.010 0.017
H -5.746044 -1.707843 -2.826792 0.000 0.001 -0.002
H -3.482333 -1.827146 -3.878965 0.009 -0.005 0.003
H -2.515104 0.597204 -5.228686 0.004 0.008 0.006
H -0.441395 0.671693 -6.623925 0.006 0.011 0.004
H 1.687292 -0.137482 -5.605410 -0.002 -0.008 -0.002
H 2.309789 -2.500186 -4.709521 0.002 0.008 -0.005
H 4.514765 -3.247557 -3.797028 -0.001 -0.002 -0.002
H 5.414499 -2.094631 -1.779403 -0.005 -0.004 0.013
H 4.999959 -0.612534 0.117915 -0.009 0.002 -0.026
H 3.436151 0.226556 0.274455 0.015 0.002 0.011
H 4.669300 0.865842 -0.790384 -0.023 0.001 0.006
O 1.825481 2.954582 -4.840659 0.003 0.002 -0.012
C 2.317752 3.039872 -3.729345 0.000 -0.003 0.019
C 3.659214 3.730625 -3.448507 0.007 -0.010 0.006
C 3.799981 3.636376 -1.935632 -0.012 0.004 -0.009
C 2.586748 2.805074 -1.535670 0.209 0.068 -0.079
O 2.369247 2.423844 -0.374865 0.443 0.322 0.070
N 1.775739 2.537167 -2.577771 0.058 0.140 -0.112
H 3.630650 4.747994 -3.837532 -0.005 0.000 0.000
H 4.441847 3.197737 -3.989617 0.003 0.008 -0.005
H 3.738644 4.602119 -1.430981 0.016 -0.004 0.008
H 4.713176 3.150783 -1.590983 0.002 -0.004 -0.005
C -1.654288 4.793317 0.569196 0.071 -0.004 -0.036
P -0.551908 3.932108 -0.633705 -0.243 0.275 -0.077
C 0.645042 5.307049 -0.872981 0.025 -0.046 0.030
C -1.488500 4.123594 -2.204908 0.060 0.034 0.039
H -2.109024 5.684355 0.129893 0.019 0.004 0.005
H -1.051101 5.097068 1.426955 -0.012 -0.014 0.007
H -2.437821 4.137205 0.936287 -0.116 -0.106 -0.006
H 0.119245 6.251927 -1.027930 0.006 0.006 0.003
H 1.260624 5.100756 -1.747587 -0.003 0.016 -0.001
H 1.295692 5.393874 -0.002222 0.004 -0.008 -0.005
H -1.932793 5.117827 -2.298616 0.002 -0.012 -0.009
H -2.259354 3.358854 -2.281474 -0.080 -0.030 0.027
H -0.785595 3.963881 -3.025932 -0.013 -0.021 -0.004
C -4.446631 -0.514844 2.276380 0.039 -0.043 -0.065
P -2.642678 -0.625792 1.884221 -0.043 -0.037 0.105
C -2.177518 -1.486491 3.442330 0.050 0.014 -0.018
C -1.967503 -2.857963 3.552157 0.022 0.011 0.000
C -1.636687 -3.424202 4.776466 0.012 -0.003 0.006
C -1.528029 -2.631431 5.908939 -0.004 0.000 -0.004
C -1.746657 -1.263533 5.812686 0.030 0.009 -0.002
C -2.057230 -0.696404 4.586514 0.025 0.016 0.000
C -2.574870 -2.001712 0.680488 0.071 -0.002 -0.011
C -1.368510 -2.206350 0.007996 0.028 -0.032 -0.033
C -1.222986 -3.259002 -0.884230 -0.007 0.015 -0.030
C -2.288549 -4.111761 -1.132651 0.008 -0.007 0.003
C -3.499099 -3.907506 -0.484949 -0.002 0.002 -0.013
C -3.639231 -2.861855 0.416367 -0.016 0.007 -0.013
H -5.022459 -0.325849 1.373127 -0.045 0.048 -0.085
H -4.591782 0.323653 2.957986 0.004 -0.009 0.005
H -4.812925 -1.420972 2.759376 -0.020 0.002 -0.018
H -2.052024 -3.489925 2.676763 -0.007 -0.007 -0.003
H -1.462402 -4.490829 4.843647 0.000 0.002 -0.001
H -1.270287 -3.075209 6.861748 0.004 0.001 -0.001
H -1.657037 -0.635682 6.690247 -0.003 0.001 0.001
H -2.195514 0.377733 4.512817 -0.002 -0.001 0.003
H -0.517028 -1.551433 0.170286 -0.129 0.042 0.076
H -0.279691 -3.395060 -1.398460 0.002 0.007 0.000
H -2.178921 -4.929553 -1.833867 0.000 0.000 0.000
H -4.336519 -4.566747 -0.678020 0.001 0.003 0.000
H -4.588047 -2.723606 0.919143 0.001 0.001 -0.002
```
Positions in Å, forces in eV/Å.

Here are the Löwdin charges for atoms 1 to 4, given in e: atom 1 (Na): 0.2434, atom 2 (C): -0.0618, atom 3 (C): -0.3746, atom 4 (C): -0.0495

***

[4]
The following is a quantum chemistry calculation of one molecule with the formula C3H9NO, from the OMol25 dataset.

HOMO-LUMO gap ... 0.390 Eh
LUMO energy ... 1.123 eV
Total charge ... 0
SMILES string ... COCCN
HOMO ... -0.349 Ha
Relative energy (zero: lowest compared OMol25 entry of this formula, charge and spin) ... 53.0 kcal/mol

```
14
Properties=species:S:1:pos:R:3:forces:R:3
C 2.274477 -0.335523 -0.009084 1.144 -0.473 -2.040
O 0.972847 -0.349845 -0.457650 -1.459 0.525 -0.649
C 0.054625 0.454781 0.318912 1.252 -0.185 1.402
C -1.324450 0.382714 -0.386887 0.214 0.933 -0.054
N -2.111962 -0.775069 0.092644 -2.605 1.036 0.881
H 2.873767 -1.120323 -0.518389 -0.721 0.087 0.235
H 2.358616 -0.491241 1.015468 0.105 -0.221 2.137
H 2.792367 0.560857 -0.302439 0.182 0.920 0.150
H 0.394183 1.542781 0.414113 -0.163 -1.294 -0.290
H 0.205026 -0.048033 1.376192 -1.290 1.262 -1.558
H -1.920140 1.408529 -0.452023 1.348 -1.871 0.599
H -1.015936 0.179974 -1.452730 -0.525 0.034 0.978
H -2.722374 -0.573692 1.024570 2.095 -0.226 -2.877
H -2.831040 -0.835906 -0.662703 0.423 -0.527 1.085
```
Positions in Å, forces in eV/Å.

Here are the natural (NBO) charges for atoms 1 to 4, given in e: atom 1 (C): -0.2402, atom 2 (O): -0.5487, atom 3 (C): -0.0789, atom 4 (C): -0.2563

***

[5]
The following is a quantum chemistry calculation of CH12Na5O9 as an isolated structure, from the OMol25 dataset.

HOMO-LUMO gap (spin up / spin down) ... 0.151 / 0.278 Eh
Spin multiplicity ... 2
⟨S²⟩ ... 0.750
LUMO energy (spin up / spin down) ... -7.704 / -7.884 eV
Total charge ... +2
HOMO (spin up / spin down) ... -0.434 / -0.567 Ha
Relative energy (zero: lowest compared OMol25 entry of this formula, charge and spin) ... 0.0 kcal/mol

```
27
Properties=species:S:1:pos:R:3:forces:R:3
Na 2.591370 -0.934040 17.176210 0.211 -0.743 -0.155
Na 5.391800 1.283000 16.967510 0.505 -0.507 -0.093
Na 7.464450 1.325330 13.699140 -0.082 0.376 -0.012
Na 5.377140 -0.983660 12.819260 -0.433 -0.535 0.271
Na 8.790990 -1.314700 14.753000 -0.140 -0.918 0.489
C 5.634140 -1.373180 15.741830 0.141 0.460 -0.098
O 6.418640 -0.548570 15.259090 3.511 4.591 -1.664
O 5.110900 -1.204920 16.837110 -2.836 2.298 4.817
O 5.377310 -2.348560 15.094990 -1.917 -5.315 -3.467
O 3.175330 -3.875700 16.074730 -0.964 0.530 0.153
H 3.114440 -4.023890 17.018430 -0.041 -0.415 0.333
H 3.912660 -3.273790 15.973400 0.770 0.234 -0.194
O 8.469710 -1.630010 17.312870 0.409 0.031 -0.893
H 7.527120 -1.611150 17.147340 -0.425 -0.154 0.338
H 8.660090 -0.781620 17.713150 0.181 0.168 0.438
O 5.389170 -1.930720 19.544080 -0.018 0.290 0.240
H 5.309520 -1.545800 18.671310 0.162 -0.158 -0.510
H 4.489070 -2.130450 19.801330 -0.119 -0.263 0.403
O 3.536300 -3.141270 12.975700 0.231 1.049 -0.452
H 3.896880 -3.097280 13.861300 0.069 -0.351 0.484
H 4.156570 -3.685670 12.490800 -0.030 -0.595 -0.175
O 5.785090 -5.133230 16.316310 0.444 -0.059 0.092
H 4.938090 -5.480750 16.595690 -0.154 -0.234 -0.052
H 5.616210 -4.209400 16.131230 0.033 0.093 -0.099
O 7.358240 -3.439560 13.693750 1.240 0.459 -0.352
H 7.159250 -3.124630 12.812010 0.130 -0.344 -0.485
H 6.637190 -3.114740 14.233010 -0.879 0.012 0.644
```
Positions in Å, forces in eV/Å.

Here are the natural (NBO) charges for atoms 1 to 4, given in e: atom 1 (Na): 0.9871, atom 2 (Na): 0.9192, atom 3 (Na): 0.2857, atom 4 (Na): 0.8220